Version one
Entry from the Open Molecules 2025 dataset: C4H10ClNO in the gas phase (ωB97M-V/def2-TZVPD).

Element x y z (Å)
C 1.31348 -0.12445 -0.74218
C 0.09873 0.47089 -0.15907
C 0.02333 0.77564 1.32783
O 0.01473 2.04884 -0.69909
C -1.06553 -0.37399 -0.72078
N -1.17122 -1.67003 -0.22384
Cl -2.67996 0.55363 -0.35907
H 2.23230 0.42420 -0.54417
H 1.18684 -0.24523 -1.80915
H 1.44423 -1.02896 -0.34501
H 1.03078 0.83860 1.65767
H -0.58965 -0.01372 1.71310
H -0.58153 1.70961 1.52524
H -0.19815 2.16210 -1.64873
H -1.08431 -0.56288 -1.78762
H -2.00130 -2.05514 -0.64677
H -1.11000 -1.69468 0.72277

As for the SMILES: CC(C)(O)[C@@H](N)Cl. For the HOMO-LUMO gap, the calculation gives 0.39215 Eh.

---

Version two
Entry from the Open Molecules 2025 dataset: 2 unconnected molecules or ions with the total composition C4H10ClNO (ωB97M-V/def2-TZVPD).

Element x y z (Å)
C -0.20081 -0.84449 1.14829
C 0.45890 -0.47316 -0.21917
C -0.50930 -0.74723 -1.31025
C 0.68816 1.03713 0.15283
N -0.28660 2.01330 0.14082
O 1.74778 1.39566 0.49573
H 0.43799 -0.32207 1.97715
H -0.28181 -1.94403 1.25107
H -1.23750 -0.44635 1.09408
H 1.52117 -0.86367 -0.13430
H -0.75301 -1.79593 -1.43955
H -1.29848 -0.08138 -1.21591
H -0.03838 -0.38716 -2.26666
H -1.19440 1.84116 -0.29195
H 0.04203 2.96222 0.01154
Cl 5.38545 1.62919 -0.54079
H 4.18115 1.38756 -0.08334

As for the SMILES: CC(C)C(N)=O.Cl. For the HOMO-LUMO gap, the calculation gives 0.39015 Eh.

---

Structures ranked by computed energy, the most stable listed first: version two, version one.

---

Version one
Entry from the Open Molecules 2025 dataset: 2 unconnected molecules or ions with the total composition C9H21N2 (ωB97M-V/def2-TZVPD).

Element x y z (Å)
C 2.14219 1.07757 -0.97968
C 2.89108 0.12257 0.03625
C 3.14077 -1.31295 -0.26513
C -3.27412 0.24934 0.17609
C -1.37788 1.70168 -0.90022
C -0.56106 -1.07681 1.58887
C -0.51979 -1.45030 -0.82151
C -1.71194 0.65656 0.18709
C -0.84180 -0.52894 0.19009
N 1.27217 1.57095 1.24931
N 1.52066 0.54058 0.21984
H 2.31739 2.13150 -1.01063
H 1.76475 0.55474 -1.81386
H 3.73952 0.69818 0.39193
H 4.14694 -1.65567 -0.55010
H 2.73704 -1.44225 -1.27582
H 2.75916 -2.02424 0.43103
H -3.46469 -0.38537 -0.68669
H -3.67752 -0.12132 1.07410
H -3.81379 1.21338 -0.01147
H -1.93065 1.24241 -1.70174
H -1.70239 2.74208 -0.71191
H -0.30786 1.58360 -1.08366
H 0.36936 -0.65458 1.99910
H -1.30136 -0.88990 2.34846
H -0.45807 -2.11774 1.62717
H -1.45714 -1.84212 -1.22578
H 0.15255 -2.17169 -0.59307
H -0.14648 -1.04512 -1.82227
H -1.58528 1.14218 1.17850
H 0.88369 2.29971 0.70698
H 2.19592 1.86482 1.55450

For the HOMO-LUMO gap, the calculation gives 0.28919 Eh. The total charge is +1.

---

Version two
Entry from the Open Molecules 2025 dataset: 2 unconnected molecules or ions with the total composition C9H21N2 (ωB97M-V/def2-TZVPD).

Element x y z (Å)
C -3.59147 0.95725 0.03022
C -3.30873 -0.29837 0.13863
C -3.37739 -1.53573 0.77057
C 4.01622 -0.67293 0.22959
C -0.11134 2.32636 -0.63997
C 2.79506 0.21647 0.60099
C -0.27146 1.33840 0.45426
C 1.66421 -0.28654 -0.33305
C -0.79242 -0.67558 -0.89126
N -0.42339 -2.04344 -1.10045
N 0.16227 -0.05776 0.04428
H -3.14571 1.80111 -0.51614
H -4.44072 1.32283 0.55934
H -4.18340 -1.68366 1.42700
H -2.38305 -1.81035 1.31480
H -3.65254 -2.31758 -0.01218
H 3.78546 -1.77934 0.23126
H 4.28362 -0.45760 -0.78234
H 5.00661 -0.40077 0.96484
H -0.96040 2.11841 -1.41996
H -0.25869 3.23348 -0.22411
H 0.79047 2.19038 -1.14626
H 3.00854 1.33058 0.44460
H 2.61813 0.20961 1.75575
H -1.30983 1.13840 0.69805
H 0.30231 1.51473 1.37916
H 1.71087 0.14985 -1.26330
H 1.80702 -1.34819 -0.33778
H -0.91756 -0.13414 -1.75596
H -0.42267 -2.54850 -0.28167
H -0.88210 -2.49281 -1.81575
H 0.08446 -0.67707 0.78193

For the HOMO-LUMO gap (alpha / beta), the calculation gives 0.32860 / 0.27693 Eh. The total charge is +1.

---

Structures ranked by computed energy, the most stable listed first: version one, version two.

---

Version one
Entry from the Open Molecules 2025 dataset: a molecular structure, C3H11O2S (ωB97M-V/def2-TZVPD).

Element x y z (Å)
C -0.42375 -0.14449 1.42369
C -0.50243 0.37974 0.02335
C -1.85298 0.73526 -0.48547
S -2.90869 -0.71259 -0.66065
H 0.55162 -0.61193 1.59035
H -1.20184 -0.88482 1.54866
H -0.54971 0.67372 2.13150
H 0.32405 1.05168 -0.21641
H -0.47903 -0.64908 -0.71478
H -1.77352 1.24536 -1.44577
H -2.29011 1.43608 0.23836
H -0.52906 -1.29036 -1.22242
H 1.29403 -1.63196 -0.20912
O 2.14387 -1.34368 0.12868
H 3.29773 0.93765 -1.19597
H 2.38705 -0.13677 -0.29113
O 2.51275 0.94621 -0.64285

For the HOMO-LUMO gap, the calculation gives 0.23711 Eh. The total charge is -1.

---

Version two
Entry from the Open Molecules 2025 dataset: 3 unconnected molecules or ions with the total composition C3H11O2S (ωB97M-V/def2-TZVPD).

Element x y z (Å)
C -1.42258 0.38381 -0.84269
C -0.12032 0.65399 -1.60356
C 0.62500 1.86538 -0.99471
S 2.15700 1.43442 -0.12500
H -2.12446 1.19835 -1.03407
H -1.91887 -0.53130 -1.17085
H -1.30660 0.31523 0.22694
H -0.41084 0.82063 -2.64176
H 0.58673 -0.16842 -1.48236
H 0.81884 2.59629 -1.78588
H -0.03962 2.38980 -0.29800
H 0.20012 -2.93997 2.03588
H -1.16910 -2.48364 1.70956
O -0.61442 -3.27082 1.61474
H 1.15269 -0.10509 2.04254
H 2.21164 -1.17137 1.95476
O 1.37478 -0.98727 2.39446

For the HOMO-LUMO gap, the calculation gives 0.23973 Eh. The total charge is -1.

---

Structures ranked by computed energy, the most stable listed first: version two, version one.

---

Version one
Entry from the Open Molecules 2025 dataset: 2 unconnected molecules or ions with the total composition C2H5NS (ωB97M-V/def2-TZVPD).

Element x y z (Å)
C -0.95940 -0.64559 -0.36790
C 0.91952 1.02095 0.63307
N -1.92346 -1.38202 -0.61133
S -0.88050 0.85180 0.30490
H 0.90014 -0.94928 -0.71663
H 1.28141 2.08316 0.64681
H 1.39853 0.23649 -0.06861
H 1.06803 0.72053 1.68837
H -1.80427 -1.93603 -1.50867

For the HOMO-LUMO gap (alpha / beta), the calculation gives 0.32532 / 0.32534 Eh.

---

Version two
Entry from the Open Molecules 2025 dataset: a molecular structure, C2H5NS (ωB97M-V/def2-TZVPD).

Element x y z (Å)
C -1.38027 0.03233 0.07325
C -0.00743 -0.39301 -0.32631
H -1.38730 -0.07712 1.37820
H -1.55109 1.18138 -0.63653
H -2.23104 -0.90007 -0.24976
H 0.30124 -1.34853 -0.24740
H 2.95663 1.11833 0.20245
N 0.84934 0.57491 -0.17299
S 2.44992 -0.18822 -0.02091

For the HOMO-LUMO gap, the calculation gives 0.34949 Eh.

---

Structures ranked by computed energy, the most stable listed first: version two, version one.

---

Version one
Entry from the Open Molecules 2025 dataset: 2 unconnected molecules or ions with the total composition C3H6FNO2 (ωB97M-V/def2-TZVPD).

Element x y z (Å)
C -0.33742 -0.90049 -1.00302
C 0.35435 0.24036 -0.93491
C 1.67299 0.27209 -0.24122
F -0.08965 1.36379 -1.57943
H 0.12013 -1.77020 -0.50128
H -1.34739 -0.79845 -1.27627
H 1.97379 -0.72443 -0.00790
H 1.46269 0.77813 0.81305
H 2.54985 0.84235 -0.77300
O -1.65418 1.35069 2.33403
N -1.19341 0.79865 1.41460
O -1.96734 -0.39917 1.29224
H -1.54441 -1.05334 0.46312

As for the SMILES: C=C(C)F.O=NO. For the HOMO-LUMO gap, the calculation gives 0.37967 Eh.

---

Version two
Entry from the Open Molecules 2025 dataset: 2 unconnected molecules or ions with the total composition C3H6FNO2 (ωB97M-V/def2-TZVPD).

Element x y z (Å)
C 0.27525 1.73823 0.07470
C 0.99683 -1.94937 -0.16764
C -0.51418 0.63245 0.62366
N -1.30111 -0.11318 -0.24865
O -1.96318 -1.01106 0.26135
O -1.29989 0.14994 -1.44058
F -0.40405 0.27227 1.87228
H 1.24418 1.39503 0.05855
H 0.35391 2.67362 0.65473
H -0.18699 2.05848 -0.95813
H 0.46717 -2.63205 0.49238
H 1.53413 -1.12633 0.02687
H 0.79793 -2.08803 -1.24951

For the HOMO-LUMO gap (alpha / beta), the calculation gives 0.27385 / 0.34517 Eh.

---

Version three
Entry from the Open Molecules 2025 dataset: C3H6FNO2 in the gas phase (ωB97M-V/def2-TZVPD).

Element x y z (Å)
C 1.64307 -0.14533 0.31201
C 0.18293 -0.10231 -0.27879
O 0.18536 -0.90931 -1.39416
O -0.13794 1.29836 -0.59979
N -1.34595 1.26558 0.23593
C -0.99179 -0.14158 0.72012
F -1.94398 -1.05486 0.35579
H 2.35619 0.24851 -0.45606
H 1.87974 -1.23189 0.59149
H 1.67450 0.46958 1.13601
H -0.71485 -0.71905 -1.84192
H -2.12976 1.13424 -0.48322
H -0.65753 -0.11193 1.70259

As for the SMILES: C[C@]1(O)ON[C@H]1F. For the HOMO-LUMO gap, the calculation gives 0.38940 Eh.

---

Structures ranked by computed energy, the most stable listed first: version three, version one, version two.

---

Version one
Entry from the Open Molecules 2025 dataset: 2 unconnected molecules or ions with the total composition C10H18NSi (ωB97M-V/def2-TZVPD).

Element x y z (Å)
C 3.64061 -1.66989 -0.55042
C 2.28869 -1.95184 -0.29277
C 3.82334 -0.28286 -0.62591
C 1.31325 -0.98351 -0.07923
C 2.87882 0.69469 -0.53275
C 1.53748 0.36725 -0.11835
C -2.69616 -1.90588 0.71472
C 0.10685 3.07256 -0.68096
C -0.48439 1.65902 2.19365
C -2.45739 -0.72666 -0.31218
N -3.11745 -1.10634 -1.57996
Si 0.32971 1.63572 0.43039
H 4.40893 -2.30268 -0.75299
H 1.92406 -2.93575 -0.06112
H 4.80586 0.03060 -0.76332
H 0.37127 -1.31352 0.18124
H 3.17750 1.74664 -0.48978
H -2.52288 -2.85007 0.31582
H -3.78224 -1.85211 0.74524
H -2.32326 -1.65425 1.68975
H 1.09348 3.54114 -0.90946
H -1.36445 -0.65378 -0.58499
H -0.36679 3.79496 -0.19448
H 0.07253 1.74151 3.08096
H -1.40603 2.23822 2.15994
H -0.93449 0.60571 2.28687
H -2.67378 0.22782 0.03585
H -3.28584 -0.30329 -2.22417
H -3.90474 -1.84748 -1.56149
H -0.45247 2.98407 -1.52011

For the HOMO-LUMO gap, the calculation gives 0.23884 Eh. The total charge is +1.

---

Version two
Entry from the Open Molecules 2025 dataset: 2 unconnected molecules or ions with the total composition C10H18NSi (ωB97M-V/def2-TZVPD).

Element x y z (Å)
C 3.45511 1.54627 0.41252
C 3.47826 0.82716 -0.77117
C 2.33097 1.50738 1.22244
C 2.37634 0.08312 -1.14980
C 1.23562 0.75061 0.84891
C 1.23397 0.02940 -0.34736
C 0.50568 -3.46768 0.70196
C -3.29387 2.37047 -0.19529
C -0.58824 -2.41367 0.51466
C -2.35675 0.11581 -0.74671
N -2.15654 1.42466 -0.08183
Si -0.14986 -1.14795 -0.82847
H 4.31291 2.12970 0.70949
H 4.35794 0.83929 -1.39578
H 2.31618 2.05674 2.15153
H 2.40729 -0.47613 -2.07363
H 0.37879 0.69933 1.50866
H 0.63724 -4.05844 -0.20159
H 1.45834 -3.00445 0.95086
H 0.23853 -4.14561 1.50845
H -3.49413 2.56936 -1.24625
H -4.18305 1.93101 0.25263
H -3.06436 3.30775 0.30737
H -0.75346 -1.91313 1.47175
H -1.52309 -2.91486 0.26160
H -2.65881 0.27306 -1.77434
H -3.09438 -0.46896 -0.21368
H -1.96395 1.25305 0.90988
H -1.32099 1.86269 -0.48420
H -0.12171 -1.56597 -2.22260

For the HOMO-LUMO gap, the calculation gives 0.35204 Eh. The total charge is +1.

---

Structures ranked by computed energy, the most stable listed first: version two, version one.